# 1
{
  "formula": "C7F7N",
  "method": "wB97M-V/def2-TZVPD",
  "species": ["F", "F", "F", "F", "F", "F", "F", "N", "C", "C", "C", "C", "C", "C", "C"],
  "xyz": [[-3.5646, 0.8404, 0.1419], [-1.3933, 2.0183, 0.2764], [2.4648, -1.6662, 1.1588], [3.5956, 0.7300, -0.2308], [-3.9026, -1.7757, -0.1676], [2.1936, -1.7845, -0.9760], [1.1221, 2.4527, -0.2731], [0.4605, -0.9874, 0.2766], [-2.7227, -1.2875, -0.4257], [1.2262, 1.1505, -0.0911], [-1.2830, 0.7027, 0.1181], [0.0766, 0.2322, 0.1060], [2.3351, 0.4000, -0.0652], [1.8815, -1.0518, 0.1183], [-2.4896, 0.0264, 0.0336]],
  "total_charge": 0,
  "mol_weight_g_mol": 231.1,
  "lumo_energy_ha": [-0.0924, -0.0901],
  "gap_ev": [7.440, 7.052],
  "homo_ev": [-10.0, -9.5],
  "total_energy_ha": -1020.3658
}

***

# 2
{
  "formula": "C7H10",
  "method": "wB97M-V/def2-TZVPD",
  "species": ["C", "C", "C", "C", "C", "C", "C", "H", "H", "H", "H", "H", "H", "H", "H", "H", "H"],
  "xyz": [[0.0689, -0.1057, -0.8341], [-1.9108, 0.7558, 2.2309], [1.2083, -0.4667, -1.4612], [-1.3651, 0.5914, 0.9739], [-0.3212, -0.2637, 0.5586], [0.4308, -0.9232, 1.4128], [1.7252, 0.3573, -2.5355], [1.5648, -1.4529, -1.1579], [1.0523, -1.8114, 1.1728], [-0.8263, 0.4170, -1.4536], [1.8713, 1.4182, -2.3058], [0.1219, -0.9670, 2.4795], [0.9718, 0.3289, -3.4541], [-1.3877, 0.7836, 3.1543], [-2.1092, 0.8881, 0.1193], [-2.9744, 0.8837, 2.2645], [2.6992, -0.1599, -2.8916]],
  "total_charge": 0,
  "mol_weight_g_mol": 94.2,
  "lumo_energy_ha": -0.0002,
  "gap_ev": 7.902,
  "homo_ev": -7.9,
  "total_energy_ha": -272.5663,
  "smiles": "C=CC(=C)/C=C/C",
  "de_lowest_ev": 4.128
}

***

# 3
{
  "formula": "C7H10",
  "method": "wB97M-V/def2-TZVPD",
  "species": ["C", "C", "C", "C", "C", "C", "C", "H", "H", "H", "H", "H", "H", "H", "H", "H", "H"],
  "xyz": [[0.4515, 1.2224, 0.6681], [1.0707, 0.1371, -0.2251], [-0.9046, 0.8404, 1.1995], [0.8626, -1.3334, 0.2000], [-0.2043, 0.1162, -1.0890], [-0.7832, 1.2528, -0.2255], [-0.3748, -1.3913, -0.7428], [1.6714, -2.0318, -0.0362], [-0.1573, -2.0008, -1.6245], [-1.3241, -1.7273, -0.3143], [-1.2667, 2.1386, -0.6261], [1.9616, 0.4180, -0.7849], [0.9898, 2.0451, 1.1306], [0.6320, -1.4395, 1.2640], [-0.1576, 0.3596, -2.1526], [-1.1611, -0.1857, 1.4553], [-1.3587, 1.5774, 1.8569]],
  "total_charge": 0,
  "mol_weight_g_mol": 94.2,
  "lumo_energy_ha": 0.0452,
  "gap_ev": 10.273,
  "homo_ev": -9.0,
  "total_energy_ha": -272.6216,
  "smiles": "C1C[C@H]2[C@@H]1[C@H]1C[C@@H]21",
  "de_lowest_ev": 2.625
}

***

# 4
{
  "formula": "C7H10",
  "method": "wB97M-V/def2-TZVPD",
  "species": ["C", "C", "C", "C", "C", "C", "C", "H", "H", "H", "H", "H", "H", "H", "H", "H", "H"],
  "xyz": [[-1.2520, 1.0350, 0.1822], [1.5604, 0.7552, -0.1359], [1.6569, -0.7605, -0.1190], [-1.0552, -1.2400, -0.0973], [-1.8673, -0.1740, -0.1566], [0.2187, -0.7948, 0.4542], [0.1033, 0.5720, -0.1478], [-1.5831, 1.7269, -0.5420], [0.3272, -0.7520, 1.5824], [-0.1955, 0.2534, -1.2536], [1.8429, 1.5269, -0.7297], [-1.4263, 1.4422, 1.1421], [-2.9696, -0.3556, -0.1888], [-1.4132, -2.1073, -0.4033], [2.2676, -1.1984, 0.7042], [1.8288, -1.2166, -1.1761], [1.9563, 1.2875, 0.8850]],
  "total_charge": 0,
  "mol_weight_g_mol": 94.2,
  "lumo_energy_ha": 0.0463,
  "gap_ev": 9.926,
  "homo_ev": -8.7,
  "total_energy_ha": -272.5407,
  "de_lowest_ev": 4.824
}